1.
ORCA calculation (the ωB97M-V functional and the def2-TZVPD basis) on a molecular structure, C44H42As2N2PtS2SeTe.

Results
Kohn-Sham gap (alpha / beta), eV: 4.05 / 4.13
HOMO energy (alpha / beta), eV: -5.6 / -5.7
ΔE to the lowest compared entry with this formula, charge and spin, kcal/mol: 75.51
E, eV: -268522.1727

Each line ends with the Löwdin charge.
Element x y z (Å)
Pt 0.123 0.102 -0.089  -0.1636
S -0.083 -2.359 1.047  0.7024
C 1.366 -3.119 0.545  -0.5952
N 1.625 -4.392 0.977  -0.1003
C 2.856 -5.009 0.552  -0.1097
C 3.076 -4.696 -0.922  -0.1216
N 3.145 -3.269 -1.068  -0.1283
C 3.770 -2.712 -2.249  -0.1426
C 4.882 -1.765 -1.878  -0.2792
C 5.814 -2.138 -0.920  -0.0492
C 6.763 -1.233 -0.479  -0.0818
C 6.788 0.050 -0.997  -0.0859
C 5.900 0.407 -1.998  -0.0709
C 4.953 -0.498 -2.438  -0.0807
C 2.250 -2.510 -0.355  -0.6110
S 2.371 -0.812 -0.555  0.7223
C 0.835 -5.093 1.962  -0.1429
C 0.219 -6.330 1.357  -0.2139
C 0.614 -7.600 1.755  -0.0531
C 0.077 -8.724 1.152  -0.0828
C -0.853 -8.587 0.136  -0.0870
C -1.250 -7.323 -0.271  -0.0706
C -0.714 -6.201 0.334  -0.0270
H 2.779 -6.089 0.690  0.1304
H 3.711 -4.625 1.131  0.1416
H 2.248 -5.119 -1.512  0.1454
H 4.017 -5.129 -1.271  0.1327
H 3.021 -2.177 -2.847  0.1241
H 4.161 -3.540 -2.843  0.1344
H 5.782 -3.139 -0.509  0.1070
H 7.471 -1.526 0.284  0.1010
H 7.490 0.774 -0.612  0.1016
H 5.929 1.402 -2.416  0.1076
H 4.243 -0.215 -3.201  0.1166
H 0.049 -4.417 2.307  0.0743
H 1.470 -5.356 2.820  0.1328
H 1.341 -7.715 2.548  0.1109
H 0.399 -9.708 1.463  0.1037
H -1.271 -9.464 -0.337  0.1028
H -1.969 -7.209 -1.070  0.1071
H -1.014 -5.212 0.017  0.1068
C -1.829 1.009 2.390  -0.4468
C -2.546 -0.160 1.749  -0.4267
As -2.441 -0.142 -0.249  0.7739
C -3.911 -1.397 -0.487  -0.4126
C -4.918 -1.186 -1.425  -0.1085
C -5.937 -2.111 -1.570  -0.0811
C -5.948 -3.261 -0.795  -0.0925
C -4.918 -3.502 0.101  -0.0863
C -3.902 -2.575 0.250  -0.1240
C -3.273 1.534 -0.765  -0.3981
C -2.688 2.355 -1.722  -0.1888
C -3.292 3.545 -2.091  -0.0719
C -4.504 3.905 -1.527  -0.0862
C -5.100 3.084 -0.584  -0.0906
C -4.486 1.906 -0.198  -0.1157
As 0.124 0.749 2.514  1.1650
C 0.443 2.204 3.776  -0.3541
C -0.136 3.453 3.588  -0.1143
C 0.078 4.464 4.509  -0.0794
C 0.882 4.239 5.616  -0.0909
C 1.489 3.007 5.787  -0.0896
C 1.273 1.995 4.872  -0.1046
C 0.387 -0.779 3.689  -0.4508
C 1.644 -1.371 3.595  -0.1686
C 1.936 -2.512 4.317  -0.0949
C 0.967 -3.077 5.133  -0.0960
C -0.273 -2.475 5.255  -0.0779
C -0.566 -1.329 4.531  -0.0984
H -2.239 1.233 3.385  0.0813
H -1.966 1.909 1.764  0.0347
H -3.622 -0.127 1.965  0.0780
H -2.158 -1.118 2.116  0.0093
H -4.898 -0.288 -2.037  0.1083
H -6.728 -1.941 -2.288  0.1036
H -6.744 -3.982 -0.904  0.0993
H -4.901 -4.412 0.685  0.1011
H -3.083 -2.764 0.938  0.0731
H -1.742 2.067 -2.173  0.0135
H -2.816 4.190 -2.815  0.1076
H -4.985 4.830 -1.808  0.1003
H -6.048 3.370 -0.152  0.0995
H -4.955 1.257 0.536  0.1038
H -0.744 3.645 2.710  0.0789
H -0.382 5.432 4.371  0.1041
H 1.048 5.028 6.335  0.1006
H 2.132 2.833 6.639  0.1012
H 1.745 1.027 5.003  0.0926
H 2.378 -0.924 2.923  0.1038
H 2.914 -2.968 4.236  0.1049
H 1.177 -3.988 5.675  0.1024
H -1.009 -2.912 5.915  0.1045
H -1.534 -0.849 4.629  0.1067
Te -1.117 -0.946 -2.295  0.4029
Se 0.347 2.526 -0.199  -0.1139

---

2.
ORCA calculation (the ωB97M-V functional and the def2-TZVPD basis) on a molecular structure, C44H42FN6O9Ti.

Results
Kohn-Sham gap (alpha / beta), eV: 5.67 / 5.67
HOMO energy (alpha / beta), eV: -3.7 / -3.7
ΔE to the lowest compared entry with this formula, charge and spin, kcal/mol: 11.18
Total charge: -1
E, eV: -99516.2283

Each line ends with the Löwdin charge.
Element x y z (Å)
Ti 0.954 0.113 0.046  1.1430
C -2.953 -3.285 -1.552  -0.0666
O -2.504 -3.341 -0.189  -0.0030
C -1.755 -2.216 0.004  -0.3300
N -1.713 -1.368 -0.939  0.1553
C -2.564 -1.863 -2.017  -0.2418
C -3.756 -0.957 -2.225  -0.1794
C -4.416 -0.406 -1.128  -0.0420
C -5.547 0.375 -1.306  -0.0808
C -6.032 0.619 -2.585  -0.0887
C -5.384 0.071 -3.680  -0.0807
C -4.253 -0.714 -3.498  -0.0363
C -1.087 -2.054 1.287  -0.2336
C -1.504 -2.861 2.303  -0.0236
C -0.973 -2.733 3.620  -0.0999
C 0.003 -1.803 3.776  -0.0173
C 0.457 -1.014 2.692  -0.2066
N -0.106 -1.060 1.371  0.0003
C 1.530 -0.178 2.806  -0.3371
N 1.969 0.485 1.735  0.0089
C 3.262 1.080 2.057  -0.2225
C 3.356 0.861 3.586  -0.0687
O 2.293 -0.039 3.921  0.0159
C 3.407 2.547 1.725  -0.1801
C 2.301 3.359 1.519  -0.0292
C 2.471 4.711 1.255  -0.0735
C 3.743 5.263 1.208  -0.1000
C 4.849 4.457 1.436  -0.0907
C 4.679 3.105 1.691  -0.0343
H -2.443 -4.067 -2.115  0.1284
H -4.028 -3.461 -1.566  0.1279
H -1.984 -1.902 -2.945  0.1377
H -4.033 -0.596 -0.131  0.1068
H -6.052 0.799 -0.446  0.1001
H -6.912 1.234 -2.724  0.1009
H -5.757 0.257 -4.680  0.1012
H -3.746 -1.138 -4.358  0.1085
H -2.267 -3.595 2.089  0.1119
H -1.322 -3.359 4.427  0.0915
H 0.496 -1.644 4.727  0.1203
H 4.041 0.522 1.526  0.1499
H 4.300 0.416 3.899  0.1277
H 3.196 1.798 4.122  0.1316
H 1.305 2.939 1.585  0.0873
H 1.599 5.329 1.081  0.1042
H 3.873 6.316 0.989  0.0936
H 5.846 4.878 1.405  0.0964
H 5.548 2.473 1.840  0.1181
O 3.824 -5.319 -3.351  -0.0527
C 4.515 -4.381 -2.912  -0.7067
O 5.714 -4.103 -3.070  -0.0378
C 3.733 -3.387 -2.015  -0.0845
C 2.586 -3.791 -1.341  0.0129
C 1.884 -2.884 -0.571  -0.0870
N 2.241 -1.600 -0.485  0.0221
C 3.342 -1.202 -1.137  -0.1766
C 4.132 -2.060 -1.878  0.0709
C 3.576 0.291 -1.125  -0.5631
O 4.642 0.784 -1.424  0.0911
O 2.497 0.960 -0.815  -0.1416
H 2.248 -4.812 -1.457  0.1146
H 1.002 -3.171 -0.010  0.1071
H 5.029 -1.705 -2.365  0.1307
F -2.583 4.867 -2.200  0.0260
C -1.844 3.867 -1.646  -0.2910
C -0.472 3.987 -1.602  -0.0135
C 0.269 2.948 -1.043  -0.1115
C -0.319 1.797 -0.498  -0.1963
C -1.716 1.740 -0.590  -0.1575
C -2.488 2.750 -1.160  -0.0208
H 0.006 4.870 -2.007  0.1125
H 1.348 3.039 -1.048  0.0883
H -2.230 0.851 -0.254  0.0492
H -3.566 2.669 -1.253  0.1059
O -2.327 3.380 2.597  0.1170
C -1.741 2.178 2.595  -0.4955
O -0.562 2.008 2.738  0.1133
C -2.696 1.004 2.423  -0.2323
N -3.973 1.451 1.850  -0.0129
C -5.069 0.786 2.557  -0.2108
C -4.540 0.699 3.983  -0.1626
C -3.061 0.356 3.777  -0.0975
H -2.158 0.286 1.803  0.1173
H -3.999 1.323 0.847  0.0661
H -3.253 3.197 2.326  0.0994
H -5.269 -0.222 2.166  0.1125
H -5.986 1.371 2.476  0.1095
H -5.063 -0.050 4.575  0.1077
H -4.653 1.665 4.479  0.1115
H -2.919 -0.723 3.710  0.0988
H -2.417 0.710 4.580  0.1249
C 1.570 -0.133 -4.600  0.0024
N 0.229 0.285 -4.212  -0.1440
C -0.725 0.737 -5.209  -0.0326
C -0.157 0.144 -2.946  -0.2862
O 0.568 -0.345 -2.082  -0.0779
H 1.866 0.419 -5.489  0.0885
H 1.614 -1.205 -4.806  0.1053
H 2.261 0.090 -3.790  0.0910
H -0.182 1.079 -6.087  0.0849
H -1.309 1.571 -4.819  0.0930
H -1.405 -0.061 -5.517  0.0823
H -1.169 0.499 -2.720  0.1351